{
  "formula": "C34H87ClN5O16",
  "method": "wB97M-V/def2-TZVPD",
  "homo_ev": -5.52,
  "fmax_ev_per_a": 6.46,
  "e_tot_ev": -89386.2252,
  "e_lumo_ev": 2.283,
  "charge": -1,
  "symbols": ["Cl", "O", "O", "O", "O", "C", "C", "O", "H", "H", "H", "H", "H", "H", "C", "C", "O", "H", "H", "H", "H", "H", "H", "C", "O", "C", "C", "N", "C", "C", "O", "C", "H", "H", "H", "H", "H", "H", "H", "H", "H", "H", "H", "H", "H", "H", "H", "C", "O", "C", "C", "N", "C", "C", "O", "C", "H", "H", "H", "H", "H", "H", "H", "H", "H", "H", "H", "H", "H", "H", "H", "C", "O", "C", "C", "N", "C", "C", "O", "C", "H", "H", "H", "H", "H", "H", "H", "H", "H", "H", "H", "H", "H", "H", "H", "C", "O", "C", "C", "N", "C", "C", "O", "C", "H", "H", "H", "H", "H", "H", "H", "H", "H", "H", "H", "H", "H", "H", "H", "C", "O", "C", "C", "N", "C", "C", "O", "C", "H", "H", "H", "H", "H", "H", "H", "H", "H", "H", "H", "H", "H", "H", "H"],
  "xyz": [[0.46239, 0.07398, 0.87526], [-0.57228, 0.48310, 1.79299], [0.82709, 1.30892, 0.22787], [1.59957, -0.27973, 1.69113], [0.08269, -0.95760, 0.00480], [-1.72919, 1.19500, -2.65335], [-2.59635, 2.30896, -3.35827], [-3.34363, 3.08432, -2.37507], [-1.15467, 0.55671, -3.32463], [-2.23671, 0.44945, -2.04124], [-1.13776, 1.70795, -1.89494], [-3.26646, 1.90851, -4.11900], [-1.92291, 2.96109, -3.91442], [-4.01225, 3.60408, -2.82719], [1.27769, 3.57424, -2.52471], [1.40153, 2.89435, -3.94414], [2.77443, 2.74558, -4.19778], [1.76505, 4.54809, -2.47788], [1.78392, 3.00209, -1.74723], [0.23616, 3.66043, -2.21505], [0.97150, 3.56847, -4.68492], [0.89206, 1.93248, -3.88643], [3.23925, 2.04087, -3.74071], [1.76845, -4.11884, 2.79599], [0.51442, -3.46532, 3.00951], [-0.59380, -3.94345, 2.23069], [-1.86511, -3.14605, 2.48926], [-2.23537, -3.28465, 3.89259], [-3.19497, -2.22913, 4.24949], [-3.63130, -2.31583, 5.72254], [-2.45089, -2.12625, 6.52093], [-2.72455, -2.00066, 7.92524], [1.68879, -5.12165, 3.21566], [2.56414, -3.58989, 3.32058], [2.00284, -4.21147, 1.73553], [-0.78412, -5.00424, 2.39378], [-0.32128, -3.91244, 1.17576], [-2.63956, -3.50014, 1.80885], [-1.64471, -2.13134, 2.15777], [-1.37868, -3.08892, 4.39045], [-4.04683, -2.29907, 3.57307], [-2.76760, -1.24096, 4.07927], [-4.06522, -3.28280, 5.97708], [-4.37941, -1.53929, 5.88196], [-1.79608, -1.68504, 8.40108], [-3.06191, -2.96751, 8.29871], [-3.42768, -1.20075, 8.15729], [4.08739, -0.25924, 4.40485], [3.94309, 0.89288, 3.59170], [5.02327, 0.95307, 2.66435], [4.61587, 1.65736, 1.40801], [4.08433, 3.02007, 1.60107], [3.90302, 3.66387, 0.30859], [3.24087, 4.96538, 0.58234], [2.13744, 4.88700, 1.48552], [1.68673, 6.22914, 1.62665], [3.90072, -1.21129, 3.90801], [3.37274, -0.19282, 5.22520], [5.08279, -0.15059, 4.83552], [5.34664, -0.04089, 2.35519], [5.88312, 1.43638, 3.12824], [3.79744, 1.08863, 0.96662], [5.37192, 1.68671, 0.62339], [4.83291, 3.49326, 2.08668], [3.40344, 2.99871, -0.39574], [4.84384, 3.86846, -0.20240], [2.87925, 5.34985, -0.37135], [3.96832, 5.69335, 0.94148], [2.32901, 6.79283, 2.30328], [0.66899, 6.29692, 2.01097], [1.48824, 6.72911, 0.67863], [-1.16089, 4.35098, 0.59572], [-1.12350, 3.64457, 1.80442], [-2.43512, 3.43894, 2.39058], [-2.32162, 2.67166, 3.76336], [-1.20033, 3.11528, 4.56551], [-1.10497, 2.50114, 5.90767], [-0.83898, 1.00861, 5.96429], [0.18255, 0.60822, 5.03368], [0.23950, -0.82842, 5.03767], [-1.50617, 5.37412, 0.74426], [-1.80774, 3.79813, -0.08548], [-0.23643, 4.40044, 0.02037], [-3.18763, 3.04244, 1.70895], [-2.84259, 4.42613, 2.60854], [-2.44410, 1.59169, 3.68115], [-3.25588, 2.93583, 4.25881], [-1.35004, 4.10189, 4.72137], [-2.05051, 2.73181, 6.39842], [-0.42502, 3.00592, 6.59395], [-1.80308, 0.55087, 5.74277], [-0.61904, 0.82773, 7.01644], [0.38689, -1.30747, 6.00559], [1.02934, -1.17393, 4.37067], [-0.72283, -1.17394, 4.66001], [-7.10525, -4.68424, -8.37036], [-7.51592, -4.20374, -7.13486], [-6.51790, -3.53072, -6.39915], [-6.98834, -3.23464, -4.96836], [-6.12555, -2.57463, -4.04182], [-5.11589, -3.50212, -3.52764], [-4.24409, -2.87799, -2.48041], [-3.02686, -3.73091, -2.35703], [-2.21143, -3.33206, -1.28565], [-7.93022, -5.27494, -8.76861], [-6.17985, -5.25994, -8.35313], [-6.97326, -3.83146, -9.03628], [-6.23371, -2.57711, -6.84408], [-5.57275, -4.07363, -6.39382], [-7.40367, -4.17959, -4.61810], [-7.83209, -2.57061, -5.15604], [-6.69678, -2.18684, -3.30465], [-4.47040, -3.86807, -4.32609], [-5.59171, -4.38379, -3.09828], [-4.82270, -2.84546, -1.55723], [-3.93709, -1.88540, -2.80996], [-2.81970, -3.56202, -0.41088], [-1.86316, -2.30236, -1.36645], [-1.33449, -3.96473, -1.14852], [6.27747, 0.06697, -7.55057], [5.41089, -0.23176, -6.50843], [5.61353, 0.47765, -5.25938], [4.54807, -0.08599, -4.34215], [4.34007, 0.55670, -3.04112], [3.17145, 0.02944, -2.31482], [3.42513, -1.39766, -1.73220], [4.28003, -1.26801, -0.58932], [4.51919, -2.43701, 0.24777], [5.93359, 0.93219, -8.11735], [6.24685, -0.72763, -8.29609], [7.31836, 0.24767, -7.28226], [5.40100, 1.50816, -5.54397], [6.63809, 0.38247, -4.89976], [4.90331, -1.09828, -4.14936], [3.60828, -0.15875, -4.88950], [5.16356, 0.45415, -2.46541], [2.26892, 0.01049, -2.92570], [2.96851, 0.74622, -1.51912], [3.85979, -2.02006, -2.51436], [2.52913, -1.86519, -1.32390], [5.02166, -3.20396, -0.34165], [3.61694, -2.73043, 0.78439], [5.28467, -2.20638, 0.98868]],
  "atomic_forces_ev_per_a": [[1.47, 4.57, 4.33], [-1.41, -1.41, -0.18], [0.25, -0.17, -2.21], [0.46, -1.50, -0.42], [-0.77, -1.85, -1.81], [-0.96, 0.88, 0.41], [0.23, -0.79, 0.62], [0.68, -0.81, -0.37], [0.32, 0.64, -0.30], [-0.89, 0.25, -0.13], [0.63, -0.10, -0.29], [-0.26, -0.30, 0.14], [0.25, 0.20, 0.15], [0.07, -0.03, -0.14], [-0.24, -0.43, -0.58], [0.65, 0.70, 2.79], [0.33, 0.69, -1.69], [-0.14, 0.18, -0.44], [-0.17, -0.44, -0.17], [-0.08, 0.13, 0.01], [0.04, -0.30, -0.23], [-0.24, -0.02, -0.34], [-0.08, -0.38, 0.67], [-1.30, -0.21, 0.12], [-0.21, 0.16, -0.02], [0.68, -0.39, -0.44], [1.21, -0.22, -0.24], [-0.58, 0.61, -0.28], [0.20, -0.60, 0.61], [0.94, -0.02, -0.55], [-0.80, 0.51, 0.45], [0.55, 0.00, -1.03], [0.21, -0.33, 0.02], [-0.26, 0.25, -0.08], [0.04, 0.17, -0.17], [0.05, -0.34, 0.60], [0.01, 0.45, -0.30], [-0.18, -0.30, 0.18], [-0.05, 0.53, 0.29], [0.14, -0.11, 0.41], [-0.25, -0.15, 0.15], [0.09, 0.32, 0.02], [-0.14, -0.22, -0.14], [-0.03, 0.25, 0.35], [0.12, -0.36, -0.03], [-0.12, 0.04, 0.34], [-0.44, -0.06, -0.22], [-0.14, 1.25, 0.56], [0.24, -0.67, -0.61], [-0.34, 0.17, -0.03], [-1.74, 0.53, -0.65], [1.05, -1.30, -0.13], [0.19, -0.57, 0.96], [-0.96, 0.33, -0.62], [0.26, 1.18, -0.68], [-1.16, -0.44, 0.31], [0.28, -0.01, -0.42], [-0.13, 0.16, -0.08], [0.31, -0.84, 0.25], [0.00, -0.31, 0.10], [0.30, 0.19, 0.31], [-0.16, -0.21, 0.06], [0.81, -0.34, 0.13], [-0.03, 0.61, 0.29], [-0.63, 0.03, 0.41], [0.52, 0.21, -0.15], [-0.11, 0.32, -0.28], [0.26, 0.12, 0.33], [0.25, 0.24, -0.22], [0.02, -0.78, 0.70], [0.88, 0.16, -0.48], [-0.75, -0.61, -0.50], [-0.55, -0.49, 0.65], [1.81, 0.45, 0.61], [-0.77, 0.36, -0.85], [0.71, -0.38, 0.41], [-0.41, 0.80, -0.51], [-0.08, 0.82, -1.20], [-0.60, -0.61, 1.87], [-0.23, 0.46, -0.88], [-0.33, 0.30, -0.04], [-0.57, 0.30, -0.28], [0.59, -0.27, 0.91], [0.29, -0.77, -0.22], [-0.01, 0.53, 0.30], [0.97, -0.08, -0.38], [-0.67, 0.25, 0.34], [0.33, 0.24, -0.12], [-0.68, -0.66, 0.51], [0.70, 0.39, -0.76], [0.07, -0.72, -0.21], [0.37, -0.60, 0.13], [0.06, 0.37, 0.50], [-0.11, 0.36, -0.15], [0.10, -0.24, -0.11], [-0.30, 0.50, -0.66], [-0.12, 0.01, 1.52], [1.34, 0.66, 0.33], [-1.84, -0.19, -1.34], [1.13, -0.30, -0.44], [-0.08, -0.15, -0.03], [1.73, -0.96, -0.19], [-1.60, 0.75, -1.05], [-0.43, -0.34, 0.75], [0.15, -0.16, 0.03], [0.07, -0.17, 0.21], [0.26, 0.06, -0.39], [-0.25, 0.31, -0.42], [0.05, -0.60, 0.01], [-0.09, -0.31, 0.44], [-0.32, 0.00, 0.30], [0.15, -0.02, 0.15], [-0.09, 0.22, -0.21], [-0.13, -0.36, 0.08], [0.40, 0.19, 0.45], [0.01, 0.18, 0.25], [0.20, 0.78, 0.65], [-0.20, 0.14, 0.26], [0.01, -0.19, -0.70], [-0.06, 0.39, -0.86], [0.27, -0.84, 1.06], [-1.01, 0.73, -1.66], [0.66, -0.96, 0.77], [-0.59, 0.49, -1.04], [0.69, -0.78, 0.91], [-0.35, 0.56, 1.20], [1.08, -0.18, 0.48], [0.15, 1.15, -1.12], [-0.04, 0.53, 0.11], [0.04, -0.37, 0.28], [0.12, -0.11, 0.38], [0.18, 0.47, 0.62], [0.07, -0.15, 0.10], [-0.27, -0.56, -0.29], [0.02, 0.22, 0.05], [0.02, 0.07, 0.17], [0.17, -0.01, -0.35], [-0.15, -0.31, 0.32], [0.17, -0.30, 0.01], [-0.53, 0.09, -0.56], [-0.58, -0.52, -0.21], [-0.11, -0.24, -0.31], [-0.18, 0.66, 0.06]],
  "lowdin_charge": [0.598, -0.357, -0.367, -0.362, -0.353, -0.067, -0.267, -0.096, 0.068, 0.057, 0.054, 0.094, 0.088, 0.066, -0.064, -0.287, -0.101, 0.064, 0.041, 0.050, 0.103, 0.085, 0.017, -0.090, -0.200, -0.206, -0.213, -0.037, -0.205, -0.204, -0.220, -0.099, 0.079, 0.080, 0.074, 0.115, 0.104, 0.101, 0.111, 0.079, 0.118, 0.102, 0.114, 0.113, 0.081, 0.081, 0.080, -0.111, -0.158, -0.229, -0.211, -0.025, -0.218, -0.247, -0.145, -0.135, 0.077, 0.081, 0.079, 0.104, 0.114, 0.100, 0.111, 0.107, 0.098, 0.114, 0.104, 0.115, 0.084, 0.075, 0.080, -0.130, -0.181, -0.171, -0.202, -0.040, -0.208, -0.232, -0.140, -0.093, 0.079, 0.072, 0.069, 0.114, 0.097, 0.102, 0.093, 0.104, 0.098, 0.107, 0.099, 0.114, 0.085, 0.073, 0.053, -0.131, -0.181, -0.234, -0.240, -0.057, -0.225, -0.175, -0.201, -0.119, 0.088, 0.087, 0.084, 0.122, 0.111, 0.115, 0.120, 0.114, 0.120, 0.118, 0.121, 0.121, 0.070, 0.080, 0.084, -0.148, -0.201, -0.179, -0.206, -0.071, -0.163, -0.178, -0.217, -0.066, 0.080, 0.082, 0.082, 0.122, 0.121, 0.107, 0.131, 0.115, 0.120, 0.099, 0.103, 0.113, 0.077, 0.069, 0.071]
}